(1)
A 9-piece molecular cluster, C30H52F3NO21S5 overall, computed with ωB97M-V/def2-TZVPD.

```
112
Properties=species:S:1:pos:R:3:lowdin_charge:R:1
O -4.022 2.057 1.002 0.155
C -3.525 2.450 2.010 -0.582
O -3.895 3.537 2.683 0.094
C -3.133 3.641 3.883 -0.047
C -2.228 2.416 3.876 -0.310
F -2.493 1.639 4.959 0.075
O -2.587 1.765 2.692 0.108
H -2.757 4.657 3.920 0.123
H -3.838 3.607 4.719 0.142
H -1.179 2.695 3.834 0.134
O -4.549 -0.290 2.855 0.203
C -4.828 -0.960 1.929 -0.533
O -3.912 -1.570 1.132 0.071
C -4.590 -2.172 0.040 -0.067
C -6.039 -2.224 0.483 -0.301
F -6.371 -3.470 0.920 0.071
O -6.084 -1.317 1.551 0.144
H -4.451 -1.644 -0.906 0.125
H -4.192 -3.172 -0.136 0.140
H -6.768 -1.843 -0.229 0.170
O -2.951 1.389 -3.507 0.186
C -2.984 0.284 -3.928 -0.563
O -3.970 -0.604 -3.721 0.089
C -3.452 -1.875 -4.096 -0.065
C -2.159 -1.613 -4.842 -0.287
F -2.250 -1.895 -6.183 0.053
O -2.020 -0.223 -4.735 0.121
H -3.133 -2.332 -3.137 0.116
H -4.127 -2.686 -4.360 0.147
H -1.293 -2.141 -4.452 0.166
C -1.386 0.422 -0.473 0.073
N -0.939 -0.995 -0.448 -0.402
O -0.434 -1.402 0.563 0.078
O -1.243 -1.700 -1.409 0.037
H -2.460 0.348 -0.654 0.096
H -0.935 0.984 -1.285 0.084
H -1.326 0.770 0.553 0.085
O 2.329 -4.844 2.786 -0.328
S 1.629 -5.048 1.541 0.653
O 2.171 -4.508 0.320 -0.325
C 1.382 -6.825 1.371 -0.223
C -0.127 -7.073 1.452 -0.208
C -0.819 -5.789 1.009 -0.222
C -0.102 -4.652 1.748 -0.231
H 1.933 -7.315 2.173 0.100
H 1.889 -7.210 0.486 0.105
H -0.433 -7.883 0.794 0.114
H -0.358 -7.279 2.496 0.119
H -1.887 -5.781 1.217 0.115
H -0.672 -5.564 -0.052 0.119
H -0.333 -4.696 2.813 0.113
H -0.318 -3.651 1.381 0.077
O 4.569 1.847 -0.994 -0.323
S 4.419 0.865 0.059 0.658
O 4.819 1.184 1.400 -0.311
C 2.777 0.162 -0.009 -0.226
C 2.745 -0.793 -1.194 -0.177
C 4.193 -1.382 -1.355 -0.181
C 5.232 -0.647 -0.493 -0.212
H 2.145 1.049 -0.107 0.098
H 2.659 -0.262 0.987 0.082
H 1.995 -1.561 -1.013 0.100
H 2.491 -0.233 -2.090 0.079
H 4.474 -1.136 -2.382 0.101
H 4.153 -2.456 -1.203 0.106
H 6.145 -0.377 -1.011 0.102
H 5.422 -1.266 0.383 0.105
O 1.232 -1.022 6.618 -0.323
S 1.768 -0.196 5.569 0.670
O 2.695 0.852 5.894 -0.315
C 2.410 -1.182 4.193 -0.204
C 1.232 -1.214 3.197 -0.224
C 0.702 0.240 3.201 -0.227
C 0.372 0.489 4.660 -0.224
H 2.694 -2.150 4.598 0.103
H 3.223 -0.642 3.709 0.102
H 1.648 -1.656 2.292 0.088
H 0.475 -1.892 3.604 0.119
H -0.213 0.246 2.605 0.090
H 1.376 0.953 2.739 0.094
H -0.604 0.094 4.900 0.106
H 0.527 1.557 4.823 0.100
O 0.574 3.016 1.855 -0.327
S -0.020 4.267 1.440 0.701
O -1.001 4.937 2.261 -0.304
C 1.348 5.413 1.003 -0.185
C 1.264 5.554 -0.518 -0.212
C -0.231 5.437 -0.850 -0.208
C -0.600 4.110 -0.243 -0.235
H 2.256 4.942 1.365 0.103
H 1.095 6.346 1.503 0.103
H 1.705 6.479 -0.888 0.120
H 1.805 4.735 -0.998 0.100
H -0.451 5.443 -1.915 0.118
H -0.707 6.273 -0.331 0.121
H -0.158 3.235 -0.716 0.078
H -1.675 3.897 -0.247 0.115
O 1.694 4.109 -3.565 -0.308
S 1.545 2.683 -3.678 0.682
O 1.039 1.958 -2.533 -0.335
C 0.646 2.187 -5.187 -0.190
C 1.707 1.543 -6.079 -0.216
C 2.758 0.874 -5.176 -0.212
C 3.097 1.962 -4.194 -0.236
H 0.254 3.125 -5.571 0.105
H -0.129 1.458 -4.970 0.085
H 1.227 0.819 -6.741 0.116
H 2.158 2.275 -6.753 0.118
H 3.617 0.561 -5.764 0.119
H 2.307 -0.001 -4.702 0.114
H 3.642 2.740 -4.732 0.117
H 3.676 1.738 -3.295 0.086
```

As for the structure (SMILES): O=C1OC[C@@H](F)O1.O=C1OC[C@@H](F)O1.O=C1OC[C@@H](F)O1.C[N+](=O)[O-].O=S1(=O)CCCC1.O=S1(=O)CCCC1.O=S1(=O)CCCC1.O=S1(=O)CCCC1.O=S1(=O)CCCC1. The calculation puts the lowest unoccupied orbital energy at -0.263 eV. The net charge is 0. The value obtained for the HOMO energy is -9.670 eV.


(2)
C30H52KN11O2 as an isolated structure, computed with ωB97M-V/def2-TZVPD.

```
96
Properties=species:S:1:pos:R:3:lowdin_charge:R:1
K 0.087 -0.328 -0.829 0.659
C 4.827 1.143 -3.940 -0.069
N 3.482 1.059 -3.412 -0.154
C 2.437 1.054 -4.421 -0.064
C 3.232 0.606 -2.131 -0.389
N 2.261 0.982 -1.376 0.023
C 1.379 2.055 -1.831 -0.234
C 0.761 2.839 -0.664 -0.164
N -0.115 2.079 0.252 -0.218
C -1.553 2.380 0.116 -0.169
C -2.220 1.857 -1.167 -0.215
N -2.233 0.405 -1.173 -0.005
C -3.182 -0.278 -1.701 -0.391
N -4.155 0.269 -2.529 -0.160
C -3.732 1.038 -3.682 -0.056
C -5.501 -0.248 -2.599 -0.074
N -3.306 -1.624 -1.406 -0.141
C -3.415 -2.558 -2.519 -0.049
C -2.538 -2.167 -0.291 -0.068
C 0.341 2.123 1.643 -0.162
C 1.561 1.243 1.888 -0.075
N 1.185 -0.157 2.194 -0.029
C 1.919 -1.052 2.830 -0.322
N 1.829 -2.363 2.590 -0.111
C 1.273 -2.911 1.363 -0.030
C 1.715 -3.273 3.726 -0.020
N 2.783 -0.608 3.785 -0.139
C 2.342 0.351 4.785 -0.036
C 4.040 -1.276 4.042 -0.048
N 4.179 -0.287 -1.631 -0.162
C 4.186 -0.487 -0.199 -0.073
C 4.325 -1.534 -2.374 -0.043
H 4.925 2.059 -4.526 0.089
H 5.065 0.302 -4.602 0.081
H 5.553 1.166 -3.131 0.090
H 2.734 0.403 -5.250 0.100
H 2.252 2.054 -4.822 0.093
H 1.524 0.630 -4.017 0.035
H 0.566 1.643 -2.452 0.081
H 1.925 2.763 -2.466 0.122
H 0.200 3.681 -1.090 0.123
H 1.579 3.284 -0.087 0.121
H -1.733 3.466 0.182 0.122
H -2.063 1.903 0.954 0.124
H -1.678 2.259 -2.036 0.101
H -3.226 2.292 -1.222 0.121
H -2.663 1.212 -3.640 0.061
H -4.246 2.002 -3.739 0.092
H -3.933 0.484 -4.607 0.094
H -5.723 -0.830 -1.708 0.094
H -5.665 -0.881 -3.481 0.079
H -6.205 0.585 -2.660 0.087
H -3.945 -2.103 -3.351 0.071
H -3.972 -3.442 -2.204 0.089
H -2.422 -2.856 -2.871 0.077
H -2.501 -1.458 0.534 0.082
H -1.510 -2.447 -0.566 0.060
H -3.030 -3.078 0.053 0.091
H -0.470 1.790 2.289 0.127
H 0.602 3.151 1.935 0.127
H 2.146 1.633 2.718 0.105
H 2.188 1.233 0.994 0.089
H 1.407 -2.246 0.517 0.056
H 0.205 -3.092 1.500 0.092
H 1.813 -3.832 1.138 0.102
H 1.969 -2.764 4.649 0.084
H 2.371 -4.135 3.597 0.096
H 0.675 -3.600 3.788 0.101
H 1.302 0.610 4.602 0.100
H 2.956 1.256 4.777 0.090
H 2.415 -0.104 5.777 0.096
H 4.288 -1.925 3.205 0.096
H 4.005 -1.880 4.955 0.087
H 4.829 -0.531 4.162 0.093
H 4.209 0.469 0.318 0.084
H 5.078 -1.058 0.068 0.089
H 3.307 -1.042 0.156 0.069
H 4.238 -1.351 -3.440 0.077
H 3.539 -2.248 -2.100 0.092
H 5.302 -1.973 -2.171 0.088
N -2.349 1.229 -10.255 0.138
C -1.990 0.830 -9.238 -0.191
C -1.538 0.327 -7.957 -0.248
C -1.436 -1.045 -7.744 -0.034
C -1.007 -1.524 -6.520 -0.026
C -0.673 -0.650 -5.476 -0.271
C -0.778 0.728 -5.718 -0.060
C -1.204 1.215 -6.940 -0.033
C -0.242 -1.150 -4.204 -0.255
C 0.185 -1.589 -3.132 -0.124
H -1.691 -1.735 -8.538 0.116
H -0.922 -2.589 -6.350 0.115
H -0.518 1.418 -4.926 0.100
H -1.283 2.282 -7.106 0.117
O -0.061 -0.548 1.740 -0.320
O -0.675 -1.274 2.842 -0.257
```

The calculation puts the lowest unoccupied orbital energy at 0.064 eV. The net charge is 0. The value obtained for the HOMO energy is -7.349 eV.


(3)
A 3-piece molecular cluster, C30H52N2O3P overall, computed with ωB97M-V/def2-TZVPD.

```
88
Properties=species:S:1:pos:R:3:mulliken_spin:R:1
C -5.545 3.491 5.951 0.003
C -5.105 4.987 5.446 -0.001
P -3.616 5.038 4.252 0.069
C -2.792 6.768 4.598 0.058
C -2.312 3.693 4.624 0.835
C -2.181 2.639 3.336 -0.030
C -2.079 3.474 1.929 0.007
O -0.861 3.998 1.626 -0.003
C -3.298 3.785 0.879 0.008
C -2.851 4.084 -0.700 -0.004
C -3.968 4.447 -1.880 0.006
C -5.555 4.526 -1.443 -0.006
C -6.060 4.213 0.118 0.006
C -4.900 3.846 1.223 -0.002
H -6.225 3.655 6.918 0.000
H -4.666 2.800 6.294 -0.001
H -6.232 2.898 5.191 0.000
H -4.940 5.744 6.344 0.000
H -6.035 5.424 4.838 0.010
H -1.828 6.553 5.246 -0.006
H -3.553 7.446 5.217 0.002
H -2.559 7.318 3.585 -0.004
H -2.639 2.991 5.514 0.012
H -1.129 2.094 3.480 0.020
H -3.045 1.824 3.352 0.027
H -1.715 4.064 -1.049 0.000
H -3.631 4.648 -3.001 0.000
H -6.429 4.812 -2.201 0.000
H -7.180 4.265 0.465 0.000
H -5.279 3.620 2.331 -0.006
C 4.701 1.113 1.409 0.000
C 4.201 0.176 0.280 0.000
C 4.516 0.758 -1.127 0.000
C 3.571 1.857 -1.581 0.000
C 2.122 1.390 -1.472 0.000
C 1.766 0.901 -0.044 0.000
N 2.744 -0.117 0.485 -0.001
O 2.468 -1.336 -0.163 0.001
C 1.682 2.139 0.891 0.000
C 0.295 0.367 -0.055 0.001
C 5.136 -1.077 0.453 0.000
H 4.014 1.909 1.686 0.000
H 4.881 0.556 2.338 0.000
H 5.639 1.606 1.135 0.000
H 4.475 -0.047 -1.873 0.000
H 5.546 1.138 -1.158 0.000
H 3.743 2.767 -0.997 0.000
H 3.791 2.117 -2.623 0.000
H 1.462 2.220 -1.765 0.000
H 1.951 0.593 -2.203 0.000
H 1.590 1.836 1.941 0.000
H 0.804 2.755 0.657 0.000
H 2.529 2.818 0.794 0.000
H 0.140 -0.439 -0.780 0.000
H -0.412 1.160 -0.329 0.000
H 0.005 0.000 0.937 0.000
H 4.942 -1.594 1.401 0.000
H 6.191 -0.771 0.455 0.000
H 5.026 -1.801 -0.361 0.000
C -0.451 -6.284 -1.481 0.006
C -0.199 -5.797 -2.930 0.028
C 0.747 -6.761 -3.700 0.019
C 2.220 -6.604 -3.360 -0.021
C 2.648 -5.148 -3.513 0.020
C 1.774 -4.184 -2.669 0.008
N 0.298 -4.382 -2.901 0.287
O -0.009 -3.805 -4.149 0.642
C 2.138 -4.378 -1.170 0.029
C 2.233 -2.717 -2.956 -0.018
C -1.618 -5.964 -3.586 -0.005
H 0.298 -5.979 -0.755 -0.001
H -1.401 -5.895 -1.090 -0.001
H -0.497 -7.376 -1.427 -0.001
H 0.635 -6.598 -4.781 0.004
H 0.450 -7.803 -3.525 0.001
H 2.415 -6.975 -2.348 0.000
H 2.816 -7.231 -4.034 0.002
H 3.704 -5.059 -3.218 0.000
H 2.604 -4.875 -4.572 0.006
H 1.439 -3.837 -0.521 -0.017
H 3.142 -3.992 -0.953 0.000
H 2.171 -5.422 -0.860 0.002
H 2.171 -2.451 -4.017 0.000
H 3.281 -2.566 -2.667 -0.001
H 1.631 -1.999 -2.385 0.010
H -2.348 -5.273 -3.145 -0.001
H -1.996 -6.983 -3.432 0.001
H -1.605 -5.800 -4.670 0.000
```

The expectation value of S² is 2.01. As for the spin multiplicity: 3. The calculation puts the lowest unoccupied orbital energy (spin up / spin down) at 1.143 / 0.670 eV. The net charge is -1. The value obtained for the HOMO energy (spin up / spin down) is -1.629 / -1.628 eV.


E per entry: -5099.5490 -2526.7590 -1850.2364 hartree